*one*
DFT (ωB97M-V/def2-TZVPD) results for C18H25N3O2 in the gas phase.

Results
Frontier orbital gap   0.318 Eh
Lowest unoccupied orbital energy   0.761 eV
Structure (SMILES)   OCC[C@H]1CN(Cc2ccon2)CCN1CCc1ccccc1
HOMO   -7.9 eV

XYZ file:
```
48
Properties=species:S:1:pos:R:3:mulliken_charge:R:1
O 0.4948 4.1314 0.2550 -0.521
C 0.0377 3.4237 -0.8751 -0.769
H -1.0319 3.6361 -0.9311 0.333
C 0.2838 1.9181 -0.7768 -0.443
H -0.0863 1.4320 -1.6792 0.388
H 1.3577 1.7401 -0.7108 0.046
C -0.4216 1.3082 0.4544 0.226
N 0.1789 0.1133 1.0007 0.109
C 0.2014 -0.9866 0.0665 -0.451
C -1.2332 -1.3018 -0.3597 -1.079
N -1.8457 -0.1076 -0.9108 0.222
C -1.8673 0.9467 0.0854 -1.380
H -2.3961 0.6387 1.0031 0.321
H -2.3732 1.8182 -0.3350 0.405
C -3.1356 -0.3544 -1.5324 -1.167
C -4.1943 -0.8112 -0.5780 0.937
N -4.3682 -2.0742 -0.2874 -0.495
O -5.3471 -2.1517 0.6428 -0.185
C -5.7761 -0.9195 0.9276 -0.571
C -5.0847 -0.0101 0.1888 -0.351
H -5.1850 1.0544 0.1780 0.406
H -6.5571 -0.8293 1.6559 0.463
H -2.9933 -1.1224 -2.2963 0.452
H -3.4592 0.5739 -2.0125 0.433
H -1.7914 -1.6787 0.5127 0.420
H -1.2296 -2.0787 -1.1263 0.344
H 0.8043 -0.7728 -0.8285 0.173
H 0.6305 -1.8604 0.5612 0.535
C 1.2460 0.2222 1.9523 -1.054
H 0.9617 1.0025 2.6656 0.476
C 2.6809 0.5433 1.4554 -1.003
C 3.2609 -0.5253 0.5770 0.660
C 3.4959 -1.7976 1.0886 -0.126
C 4.0128 -2.7993 0.2886 -0.729
C 4.3129 -2.5442 -1.0390 -0.421
C 4.1010 -1.2781 -1.5551 -0.763
C 3.5809 -0.2786 -0.7520 -0.204
H 3.4273 0.7078 -1.1685 0.284
H 4.3423 -1.0663 -2.5867 0.392
H 4.7165 -3.3260 -1.6650 0.396
H 4.1862 -3.7821 0.7025 0.383
H 3.2758 -2.0023 2.1269 0.377
H 2.6896 1.5036 0.9387 0.314
H 3.3020 0.6454 2.3498 0.446
H 1.2855 -0.7285 2.4948 0.545
H -0.4379 2.0627 1.2493 0.557
H 0.5133 3.8157 -1.7869 0.334
H 1.4341 3.9498 0.3721 0.335
```



*two*
DFT (ωB97M-V/def2-TZVPD) results for C18H25N3O2 in the gas phase.

Results
Frontier orbital gap   0.344 Eh
Lowest unoccupied orbital energy   0.718 eV
Structure (SMILES)   CCOCCCNC(=O)c1ccc2c(c1)ncn2C1CCCC1
HOMO   -8.7 eV

XYZ file:
```
48
Properties=species:S:1:pos:R:3:mulliken_charge:R:1
C -7.0139 3.0593 -2.3132 -1.216
C -5.8341 3.0751 -1.3553 -0.216
O -4.6769 3.4397 -2.0716 -0.280
C -3.5177 3.4932 -1.2777 -0.535
C -2.3439 3.8898 -2.1680 -0.292
H -2.6127 4.8062 -2.6939 0.306
H -2.1830 3.1101 -2.9129 0.214
C -1.0527 4.1222 -1.3810 -0.997
N -0.5362 2.9167 -0.7787 -0.064
C 0.5181 2.2419 -1.3022 0.313
O 1.1266 2.6362 -2.2789 -0.669
C 0.8802 0.9833 -0.5873 0.766
C 0.6486 0.8002 0.7666 -0.971
C 1.0467 -0.4024 1.3351 0.571
N 0.9442 -0.8422 2.6310 -0.773
C 1.4680 -2.0277 2.6292 -0.069
N 1.9299 -2.4366 1.4128 0.054
C 1.6686 -1.4041 0.5486 0.870
C 1.9080 -1.2133 -0.8048 -1.032
C 1.5120 -0.0128 -1.3493 -1.026
H 1.6854 0.1966 -2.3937 0.450
H 2.3888 -1.9658 -1.4121 0.375
C 2.5479 -3.7018 1.1078 0.088
H 2.8841 -3.6398 0.0700 0.376
C 1.5647 -4.8788 1.2881 -0.849
H 1.1328 -5.1969 0.3406 0.312
C 2.3817 -5.9791 1.9612 -0.628
C 3.3108 -5.2030 2.8899 -0.527
H 4.1585 -5.7962 3.2281 0.392
C 3.7442 -4.0099 2.0372 -1.019
H 4.0102 -3.1416 2.6389 0.409
H 4.6124 -4.2801 1.4359 0.308
H 2.7586 -4.8652 3.7682 0.227
H 1.7545 -6.6933 2.4916 0.388
H 2.9683 -6.5197 1.2170 0.282
H 0.7495 -4.5672 1.9436 0.330
H 1.5416 -2.6437 3.5048 0.429
H 0.2099 1.5625 1.3913 0.537
H -1.0696 2.4967 -0.0362 0.239
H -0.2748 4.4786 -2.0605 0.386
H -1.2192 4.8702 -0.5988 0.373
H -3.6490 4.2329 -0.4687 0.292
H -3.3411 2.5101 -0.8096 0.303
H -6.0121 3.7950 -0.5392 0.294
H -5.6958 2.0802 -0.9004 0.288
H -6.8292 2.3474 -3.1125 0.305
H -7.9198 2.7786 -1.7834 0.382
H -7.1446 4.0442 -2.7523 0.307
```



The structure with the most favorable energy is *two*; the runner-up is 276.3 kJ/mol above it.



*one*
DFT (ωB97M-V/def2-TZVPD) results for a molecular structure, C4H5N3O.

Results
Frontier orbital gap   0.292 Eh
Lowest unoccupied orbital energy   -1.362 eV
HOMO   -9.3 eV

XYZ file:
```
13
Properties=species:S:1:pos:R:3:mulliken_charge:R:1
C -2.7556 -0.7030 -0.1618 -0.776
C -1.3228 -0.2697 0.0287 0.587
C 0.6014 0.2404 0.1477 0.366
C 2.0128 0.2596 -0.2418 -0.016
H -3.2196 -0.0388 -0.9228 0.279
H -3.2299 -0.8754 1.0796 0.220
H -2.5175 -1.6822 -0.5075 0.281
H 2.2764 1.3514 -0.4707 0.331
H 3.6799 -0.6057 -0.1504 0.351
N -0.2087 -0.9270 0.1552 -0.583
N -0.0029 1.3710 0.1602 -0.304
N -1.3061 1.0971 -0.0235 -0.381
O 2.8025 -0.7626 0.0365 -0.355
```



*two*
DFT (ωB97M-V/def2-TZVPD) results for C4H5N3O in the gas phase.

Results
Frontier orbital gap   0.338 Eh
Lowest unoccupied orbital energy   0.708 eV
Structure (SMILES)   Oc1nnn2c1CC2
HOMO   -8.5 eV

XYZ file:
```
13
Properties=species:S:1:pos:R:3:mulliken_charge:R:1
C -1.6149 -0.0255 -0.2268 0.354
C 1.6185 0.3995 -0.0203 -0.528
C 1.1655 -1.1731 0.0015 -0.312
C -0.2789 -0.4236 -0.3266 -0.080
H -3.4406 -0.4735 0.4181 0.378
H 2.0959 0.7809 0.9888 0.205
H 2.2177 0.9509 -0.8697 0.281
H 1.5867 -1.8349 -0.7705 0.312
H 1.0699 -1.3760 1.1812 0.242
N -1.6582 1.3235 -0.1386 -0.316
N -0.4809 1.8572 0.1269 -0.584
N 0.3266 0.8089 -0.3410 0.566
O -2.6072 -0.8143 -0.0230 -0.517
```



*three*
DFT (ωB97M-V/def2-TZVPD) results for C4H5N3O in the gas phase.

Results
Frontier orbital gap   0.347 Eh
Lowest unoccupied orbital energy   0.333 eV
Structure (SMILES)   [H]/N=C\n1[nH]ccc1=O
HOMO   -9.1 eV

XYZ file:
```
13
Properties=species:S:1:pos:R:3:mulliken_charge:R:1
C -1.1274 -1.3874 0.4697 0.176
C 0.3466 1.8684 -0.0344 -0.111
C 1.2175 1.0893 -0.6733 -0.642
C 0.8782 -0.3516 -0.5579 0.661
H -0.0168 -2.6899 -0.4800 0.399
H -1.9030 -1.0920 1.4189 0.146
H -1.2972 1.4166 1.2433 0.309
H 0.2507 2.9800 0.0208 0.351
H 2.3206 1.3585 -0.9946 0.260
N -0.8892 -2.6454 0.1697 -0.650
N -0.3414 -0.2575 0.2004 0.224
N -0.6930 1.1224 0.3304 -0.412
O 1.2545 -1.4112 -1.1128 -0.712
```



The structure with the most favorable energy is *three*; the runner-up is 125.7 kJ/mol above it.



*one*
DFT (ωB97M-V/def2-TZVPD) results for C4H5N3O in the gas phase.

Results
Frontier orbital gap   0.372 Eh
Lowest unoccupied orbital energy   0.931 eV
Structure (SMILES)   [H]/N=C1/NN=C[C@H]2O[C@H]12
HOMO   -9.2 eV

XYZ file:
```
13
Properties=species:S:1:pos:R:3:mulliken_charge:R:1
C -0.4523 -0.5509 -0.9978 0.415
C 0.1271 0.8652 1.5496 -0.266
C 1.0580 0.6122 0.4051 0.172
C 0.8195 -0.7040 -0.1325 -0.119
H -0.0815 -1.1544 -2.7569 0.267
H -2.2950 -0.1207 0.0394 0.264
H 0.3102 1.4431 2.5123 0.355
H 0.8867 1.4478 -0.2734 0.290
H 0.5776 -1.5443 0.5688 0.292
N -0.7384 -0.6305 -2.2286 -0.714
N -1.3168 -0.0335 0.0474 0.155
N -1.0600 0.4912 1.2456 -0.676
O 2.1648 -0.1213 0.0210 -0.436
```



*two*
DFT (ωB97M-V/def2-TZVPD) results for C4H5N3O in the gas phase.

Results
Frontier orbital gap   0.328 Eh
Lowest unoccupied orbital energy   0.881 eV
Structure (SMILES)   [H]/N=N/c1[nH]ccc1O
HOMO   -8.1 eV

XYZ file:
```
13
Properties=species:S:1:pos:R:3:mulliken_charge:R:1
C 1.1962 0.7172 -0.0135 -0.588
C 1.5049 -0.6218 0.0458 -0.626
C -0.2044 0.8166 -0.0456 1.331
C -0.6984 -0.4857 -0.0104 -0.474
N -2.9593 -0.0334 0.0189 -0.448
N -2.1073 -0.9402 -0.0894 -0.225
N 0.3606 -1.3417 0.0368 0.041
O -0.9570 1.9317 -0.1150 -0.520
H 1.8877 1.5372 -0.0287 0.350
H 2.4654 -1.0951 0.0905 0.389
H -3.8898 -0.4672 -0.0671 0.231
H 0.2823 -2.3420 0.0908 0.217
H -0.3884 2.7019 -0.2325 0.323
```



*three*
DFT (ωB97M-V/def2-TZVPD) results for 2 unconnected molecules or ions with the total composition C4H5N3O.

Results
Frontier orbital gap   0.377 Eh
Lowest unoccupied orbital energy   0.071 eV
Structure (SMILES)   C/C=N\C#N.N=C=O
HOMO   -10.2 eV

XYZ file:
```
13
Properties=species:S:1:pos:R:3:mulliken_charge:R:1
C -0.6216 -0.1196 2.1414 0.457
C 2.0510 -0.1649 -0.9995 0.621
C -1.1150 0.6448 -0.7345 -1.150
C -1.2537 -0.6626 0.0030 0.269
N -0.1983 0.3861 3.0809 -0.472
N 2.4408 -0.3260 0.1218 -0.406
N -1.0315 -0.9454 1.2461 -0.443
O 1.5540 -0.1095 -2.0795 -0.478
H -2.0515 1.0857 -0.8742 0.433
H -0.6025 1.4537 -0.1014 0.292
H -0.8308 0.4416 -1.7427 0.314
H -1.6623 -1.5078 -0.7207 0.279
H 3.3214 -0.1760 0.6593 0.283
```



*four*
DFT (ωB97M-V/def2-TZVPD) results for C4H5N3O in the gas phase.

Results
Frontier orbital gap   0.372 Eh
Lowest unoccupied orbital energy   0.737 eV
Structure (SMILES)   [H]/N=C1\NN=C[C@H]2O[C@H]12
HOMO   -9.4 eV

XYZ file:
```
13
Properties=species:S:1:pos:R:3:mulliken_charge:R:1
C -0.0470 0.4664 1.0563 0.404
C -0.1093 -0.4897 -1.7202 -0.347
C 0.7687 -0.8747 -0.6391 0.069
C 1.0579 0.3222 0.0765 -0.225
H -0.8673 0.4252 2.8971 0.253
H -2.1253 0.9909 0.2855 0.260
H -0.1525 -0.7615 -2.7577 0.436
H 0.4338 -1.6253 0.0536 0.359
H 1.2685 1.1691 -0.4394 0.401
N 0.0500 0.3832 2.3365 -0.618
N -1.2108 0.4897 0.1775 -0.010
N -1.1600 0.1228 -1.2274 -0.530
O 2.0933 -0.6183 -0.0993 -0.452
```



The structure with the most favorable energy is *three*; the runner-up is 23.4 kJ/mol above it.